(1)
{
  "formula": "CHI2O3S",
  "method": "ωB97M-V/def2-TZVPD",
  "species": ["C", "O", "O", "O", "S", "I", "I", "H"],
  "xyz": [[-1.895, -0.722, 1.514], [0.561, 1.397, -1.861], [1.662, -0.712, -2.333], [2.176, 0.504, -0.211], [1.260, 0.260, -1.337], [-0.623, 0.269, 3.086], [-0.582, -1.198, -0.182], [-2.558, 0.203, 1.323]],
  "atomic_forces_ev_per_a": [[-0.36, 1.29, 0.69], [-0.34, 0.28, 0.17], [-0.05, -0.07, 0.54], [-1.24, -0.46, -1.51], [1.60, 0.39, 0.83], [-0.32, -0.34, -0.29], [-0.39, 0.08, 0.06], [1.10, -1.16, -0.50]],
  "lowdin_charge": [-1.069, -0.382, -0.411, -0.407, 0.193, 0.327, 0.881, -0.133],
  "orbital_gap_ev": [7.245, 7.244],
  "charge": -1,
  "relative_energy_kj_mol": 285.66
}

---

(2)
{
  "formula": "CHI3S",
  "method": "ωB97M-V/def2-TZVPD",
  "species": ["C", "S", "I", "I", "I", "H"],
  "xyz": [[1.420, -0.290, 1.019], [-2.452, 0.858, -0.532], [-1.059, -0.453, -1.944], [2.852, -1.591, 0.386], [1.834, 1.656, 0.696], [-2.595, -0.180, 0.375]],
  "atomic_forces_ev_per_a": [[0.79, 0.05, -0.39], [-0.02, -0.99, 0.72], [0.06, 0.05, -0.09], [-0.28, -0.67, 0.16], [-0.56, 0.63, 0.22], [0.02, 0.93, -0.62]],
  "lowdin_charge": [-1.342, -0.047, 0.294, 0.647, 0.662, -0.214],
  "orbital_gap_ev": [7.370, 6.924],
  "multiplicity": 3,
  "s2": 2.01,
  "relative_energy_kj_mol": 88.78
}

---

(3)
{
  "formula": "CHIOS2",
  "method": "ωB97M-V/def2-TZVPD",
  "species": ["C", "O", "S", "S", "I", "H"],
  "xyz": [[0.935, -2.563, -0.150], [1.598, -2.432, -1.070], [-1.831, 1.714, 0.623], [-0.820, -0.224, 0.679], [0.034, 3.175, 0.327], [0.085, 0.330, -0.410]],
  "atomic_forces_ev_per_a": [[1.23, 0.16, -1.66], [-1.16, -0.25, 1.62], [0.64, -1.00, 0.06], [1.22, 2.73, -2.20], [-0.22, -0.06, 0.17], [-1.70, -1.58, 2.00]],
  "lowdin_charge": [-0.045, 0.023, -0.285, 0.101, 0.329, -0.123],
  "orbital_gap_ev": 7.727,
  "relative_energy_kj_mol": 72.51
}